(1)
Entry from OMol25: C24H27N3O5S in the gas phase in a non-equilibrium geometry (ωB97M-V with the def2-TZVPD basis set).

The calculation puts the LUMO energy at -0.3 eV. For the gap between HOMO and LUMO, the calculation gives 7.78 eV. Its relative energy (zero: lowest compared OMol25 entry of this formula, charge and spin) is 4.7093 eV. The largest force on an atom comes out at 0.02715 Eh/bohr. The SMILES is Cc1ccc(CNC(=O)C2CCN(S(=O)(=O)c3c(C)noc3/C=C/c3ccco3)CC2)cc1. Its spin multiplicity is 1. Its energy is -50867.7652 eV.

Geometry (Å):
C: -1.79058 8.34953 -2.12490
C: -0.83910 7.19486 -2.04499
C: 0.16316 7.03019 -2.99140
C: 1.05389 5.97456 -2.90545
C: 0.96747 5.06325 -1.86368
C: -0.03474 5.22415 -0.91387
C: -0.92554 6.27560 -1.00517
H: -1.69840 6.38924 -0.25837
H: -0.10658 4.51785 -0.09963
C: 1.90792 3.89147 -1.76131
N: 1.19593 2.63533 -1.89598
C: 0.99492 1.79518 -0.85495
O: 1.44713 1.99631 0.25016
C: 0.17257 0.56021 -1.22179
C: 0.99881 -0.38622 -2.10152
C: 0.16436 -1.62010 -2.44592
N: -0.30648 -2.30319 -1.26090
S: 0.82122 -3.30259 -0.52227
O: 1.58605 -3.92375 -1.56323
O: 1.52953 -2.65669 0.54608
C: -0.27215 -4.49926 0.16780
C: -0.55818 -4.78914 1.48846
C: -0.05862 -4.20483 2.69150
C: -0.44962 -4.59984 3.91945
C: 0.03760 -4.02717 5.13246
C: -0.26064 -4.33984 6.44369
C: 0.50232 -3.46811 7.24276
C: 1.20786 -2.68738 6.37164
O: 0.93615 -3.01471 5.10655
H: 1.90958 -1.89289 6.53425
H: 0.52685 -3.42338 8.31205
H: -0.93851 -5.09865 6.77724
H: -1.17328 -5.39485 4.03055
H: 0.66959 -3.41962 2.55179
O: -1.46288 -5.78566 1.51142
N: -1.77108 -6.15213 0.23901
C: -1.07662 -5.40236 -0.57449
C: -1.14979 -5.50126 -2.04779
H: -1.67196 -6.40897 -2.33479
H: -0.14129 -5.49129 -2.45527
H: -1.67891 -4.63564 -2.44364
C: -1.02882 -1.45386 -0.33644
C: -0.25567 -0.19115 0.03839
H: -0.87534 0.44891 0.66781
H: 0.63491 -0.46703 0.60386
H: -1.23468 -2.05125 0.55413
H: -1.98311 -1.19132 -0.80844
H: 0.75850 -2.34431 -3.00409
H: -0.71160 -1.33647 -3.04074
H: 1.32058 0.10752 -3.02052
H: 1.88494 -0.70550 -1.54932
H: -0.71652 0.88415 -1.77914
H: 0.72648 2.46833 -2.77148
H: 2.68468 3.95249 -2.52998
H: 2.37832 3.86449 -0.77425
H: 1.82674 5.86345 -3.65323
H: 0.24702 7.73438 -3.80700
H: -1.41806 9.17935 -1.52322
H: -1.89605 8.69738 -3.14986
H: -2.77026 8.07223 -1.74203

Cartesian forces (eV/Å) of the 6 atoms listed first:
C 0.05 0.04 0.05
C 0.03 -0.01 -0.10
C -0.12 0.06 0.05
C 0.08 -0.11 0.12
C 0.10 0.03 -0.08
C 0.03 0.03 -0.02

natural (NBO) population analysis, charges in e, atoms 1 to 2: atom 1 (C): -0.626, atom 2 (C): -0.020


(2)
Entry from OMol25: C24H27N5O in the gas phase in a non-equilibrium geometry (ωB97M-V with the def2-TZVPD basis set).

The calculation puts the LUMO energy at -0.2 eV. For the gap between HOMO and LUMO, the calculation gives 7.90 eV. Its relative energy (zero: lowest compared OMol25 entry of this formula, charge and spin) is 0.0000 eV. The largest force on an atom comes out at 0.02445 Eh/bohr. The SMILES is CCCn1c(C)nc2c(c1=O)c1nc3ccccc3nc1n2CCC1=CCCCC1. Its spin multiplicity is 1. Its energy is -34826.3531 eV.

Geometry (Å):
C: -6.84004 -1.81299 0.49246
C: -5.50928 -1.39377 -0.11660
H: -4.91934 -2.27876 -0.35913
C: -4.70782 -0.53406 0.86355
N: -3.44910 -0.09624 0.28460
C: -3.33453 1.07064 -0.38788
N: -2.23251 1.49046 -0.94072
C: -1.16477 0.68278 -0.82019
C: -1.16361 -0.54790 -0.15744
C: -2.36399 -1.02441 0.44997
O: -2.55527 -2.05377 1.05580
C: 0.17125 -1.04906 -0.25252
N: 0.75371 -2.12830 0.20334
C: 2.06986 -2.23970 -0.07332
C: 2.76900 -3.36772 0.40462
C: 4.10214 -3.51357 0.14518
C: 4.79700 -2.54665 -0.60211
C: 4.15263 -1.44156 -1.08303
C: 2.77938 -1.25649 -0.83117
N: 2.16966 -0.14427 -1.30567
C: 0.90459 -0.05303 -1.00247
N: 0.06162 0.96773 -1.34016
C: 0.47105 2.21999 -1.92071
H: -0.30296 2.55121 -2.61698
H: 1.40403 2.02587 -2.45253
C: 0.69535 3.27879 -0.82778
C: 1.60530 2.74059 0.24922
C: 2.91106 2.61670 0.05733
C: 3.85940 2.02195 1.05008
C: 3.23268 1.90636 2.43617
C: 1.82268 1.34098 2.31703
C: 0.94639 2.31272 1.53248
H: 0.75051 3.20370 2.14064
H: -0.02305 1.85388 1.31985
H: 1.86155 0.38109 1.79732
H: 1.39363 1.16727 3.30591
H: 3.84723 1.26589 3.07159
H: 3.18314 2.89469 2.89902
H: 4.14689 1.02757 0.69038
H: 4.77148 2.62313 1.09566
H: 3.34950 2.92384 -0.88272
H: -0.27012 3.55135 -0.39864
H: 1.13097 4.16314 -1.29570
H: 4.66662 -0.68683 -1.65862
H: 5.85102 -2.68520 -0.79409
H: 4.63551 -4.37761 0.51348
H: 2.21292 -4.09530 0.97475
C: -4.51239 1.98285 -0.51476
H: -4.22502 2.81163 -1.15487
H: -5.36781 1.47158 -0.94870
H: -4.79883 2.37668 0.45962
H: -5.28808 0.32883 1.18998
H: -4.45312 -1.14440 1.73461
H: -5.68270 -0.84098 -1.04337
H: -7.39625 -2.43332 -0.20533
H: -6.67548 -2.38307 1.40320
H: -7.44508 -0.94157 0.73570

Cartesian forces (eV/Å) of the 6 atoms listed first:
C 0.18 0.04 -0.15
C -0.03 0.07 0.22
H 0.05 0.05 -0.06
C -0.42 -0.34 0.01
N 0.17 0.04 0.04
C 0.08 0.15 -0.05

natural (NBO) population analysis, charges in e, atoms 1 to 2: atom 1 (C): -0.605, atom 2 (C): -0.403


(3)
Entry from OMol25: a 2-piece molecular cluster, C24H27Si overall in a non-equilibrium geometry (ωB97M-V with the def2-TZVPD basis set).

The calculation puts the LUMO energy at -4.7 eV. The charge is +1. For the gap between HOMO and LUMO, the calculation gives 5.49 eV. Its relative energy (zero: lowest compared OMol25 entry of this formula, charge and spin) is 0.0000 eV. The largest force on an atom comes out at 0.02989 Eh/bohr. Its spin multiplicity is 1. Its energy is -33196.0992 eV.

Geometry (Å):
C: -2.26262 2.28314 0.68766
C: -3.53701 2.86589 0.28931
C: -4.73860 2.36523 0.83076
C: -5.96301 2.92176 0.46740
C: -6.01058 3.98777 -0.43811
C: -4.83176 4.51078 -0.98124
C: -3.60366 3.95895 -0.62923
C: -1.08365 2.75211 0.21205
C: 0.19914 2.01446 0.47070
C: 1.48158 2.70175 0.11404
C: 2.60302 1.92105 -0.20195
C: 3.75719 2.52668 -0.68384
C: 3.73752 3.91280 -0.93138
C: 2.60184 4.69591 -0.62137
C: 1.46759 4.08432 -0.07557
H: -2.35169 1.40658 1.36297
H: -4.66123 1.54168 1.55334
H: -6.87224 2.51131 0.90186
H: -6.97344 4.41067 -0.73107
H: -4.85658 5.34242 -1.68217
H: -2.67735 4.36276 -1.05532
H: -1.08054 3.54114 -0.58666
H: 0.21391 1.67095 1.54768
H: 2.53494 0.84073 -0.07314
H: 4.66201 1.92708 -0.86970
H: 4.63816 4.38659 -1.34382
H: 2.60162 5.78616 -0.76712
H: 0.57203 4.64891 0.21224
C: -0.69550 -2.45168 -0.79997
Si: 0.60256 -2.41185 0.59048
C: -0.00392 -2.51600 2.34336
C: 2.44068 -2.53146 0.08303
C: 2.39340 -4.03528 -0.14202
C: 2.06932 -4.54979 -1.40168
C: 1.99158 -5.93107 -1.57977
C: 2.26640 -6.78432 -0.50932
C: 2.54551 -6.26746 0.76070
C: 2.62468 -4.88721 0.94158
H: 0.33046 1.15540 -0.17856
H: -0.81916 -3.48417 -1.20177
H: -1.69244 -2.11335 -0.47837
H: -0.40831 -1.74300 -1.59587
H: -0.01952 -3.60183 2.47500
H: 0.68482 -2.05570 3.06624
H: -1.01272 -2.08719 2.48965
H: 2.66651 -1.95940 -0.81647
H: 3.14613 -2.23861 0.86223
H: 1.83883 -3.84080 -2.20537
H: 1.71163 -6.33284 -2.55346
H: 2.25631 -7.86275 -0.65972
H: 2.69899 -6.92550 1.61446
H: 2.81719 -4.42372 1.91727

Cartesian forces (eV/Å) of the 6 atoms listed first:
C 0.98 0.42 -0.46
C -1.11 0.93 -0.51
C 0.72 0.26 -0.24
C 0.12 0.12 -0.15
C -0.10 -0.17 0.11
C 0.27 -0.37 0.24

natural (NBO) population analysis, charges in e, atoms 1 to 2: atom 1 (C): -0.173, atom 2 (C): -0.108


(4)
Entry from OMol25: C24H28AgN8O4S2 as an isolated structure in a non-equilibrium geometry (ωB97M-V with the def2-TZVPD basis set).

The calculation puts the LUMO energy at 2.2 eV. The charge is -1. For the gap between HOMO and LUMO, the calculation gives 7.07 eV. The largest force on an atom comes out at 0.05061 Eh/bohr. Its spin multiplicity is 1. Its energy is -71126.7839 eV.

Geometry (Å):
Ag: -0.34067 -0.47479 0.74353
S: 1.90919 -0.10271 -0.30759
C: 1.96328 1.44259 0.52919
N: 3.03606 1.95293 1.04681
N: 4.10563 1.18060 0.96719
C: 5.29736 1.52946 1.60779
C: 5.45657 2.74601 2.27519
C: 6.66284 3.03641 2.89849
C: 7.72457 2.13718 2.86765
C: 7.56210 0.93457 2.19178
C: 6.36250 0.63045 1.56358
N: 0.88099 2.34913 0.70716
N: -0.22170 1.96843 0.39590
C: -1.21094 3.00098 0.57584
C: -0.90812 4.36260 0.55295
C: -1.92129 5.29855 0.69471
C: -3.24108 4.89024 0.86930
C: -3.53848 3.53413 0.89293
C: -2.52763 2.59437 0.73165
H: 3.96042 0.24868 0.60252
H: 4.62395 3.43683 2.29971
H: 6.77236 3.98156 3.42077
H: 8.65985 2.36796 3.36648
H: 8.37917 0.22114 2.15171
H: 6.24080 -0.31246 1.03821
H: 0.12344 4.66595 0.42400
H: -1.68108 6.35574 0.67612
H: -4.03015 5.62478 0.98864
H: -4.55752 3.20338 1.04682
H: -2.74046 1.53023 0.75576
C: -3.77946 -0.76697 -1.40017
C: -3.76889 -0.83851 0.09061
N: -2.69678 -0.92337 0.83200
C: -3.12987 -1.00085 2.14797
C: -4.50250 -0.96990 2.17878
N: -4.87720 -0.86748 0.87008
C: -5.59453 -1.02585 3.21469
O: -5.23680 -1.27032 4.41351
O: -6.73864 -0.84216 2.77813
C: -2.13147 -1.05986 3.26774
O: -2.58402 -1.35519 4.44425
O: -0.93980 -0.83642 3.04534
H: -2.75129 -0.66265 -1.74412
H: -4.35988 0.08882 -1.75989
H: -4.21086 -1.67549 -1.83301
H: -5.84749 -0.79468 0.61600
H: -3.65651 -1.37301 4.47559
C: -1.34539 -3.96921 -4.83167
C: -1.17693 -3.02084 -3.65371
N: -0.92021 -3.74119 -2.39917
C: -0.09057 -3.30215 -1.39693
S: -0.49641 -3.42211 0.22662
N: 1.07547 -2.74803 -1.75620
C: 1.77827 -2.79423 -3.03178
C: 1.95434 -1.41339 -3.65509
H: -1.53038 -3.41282 -5.75781
H: -2.19266 -4.64275 -4.66435
H: -0.44863 -4.58247 -4.96051
H: -2.07577 -2.41450 -3.54153
H: -0.36286 -2.33099 -3.84061
H: -1.72609 -4.18028 -1.99574
H: 1.55021 -2.30253 -0.98704
H: 1.25300 -3.47289 -3.69771
H: 2.75795 -3.23201 -2.85224
H: 0.98942 -0.96798 -3.91510
H: 2.57137 -1.47245 -4.55978
H: 2.43990 -0.73826 -2.94192

Cartesian forces (eV/Å) of the 6 atoms listed first:
Ag -0.19 -0.55 -0.21
S -0.43 0.67 0.29
C 0.27 0.23 0.05
N -0.57 0.00 -0.04
N 1.21 0.28 0.41
C -0.41 -0.10 -0.23

natural (NBO) population analysis, charges in e, atoms 1 to 2: atom 1 (Ag): 0.798, atom 2 (S): -0.602


(5)
Entry from OMol25: C24H28Cl3CoN6O2S as an isolated structure (ωB97M-V with the def2-TZVPD basis set).

The calculation puts the LUMO energy (alpha / beta) at -3.3 / -3.4 eV. The charge is +1. For the gap between HOMO and LUMO (alpha / beta), the calculation gives 6.68 / 6.90 eV. The largest force on an atom comes out at 0.01210 Eh/bohr. Its spin multiplicity is 4. Its expectation value of S² is 3.76. Its energy is -124403.5295 eV.

Geometry (Å):
Co: 0.15874 0.60962 0.84581
C: 0.78547 -3.28199 -1.07173
C: 0.30390 -2.00597 -0.45972
N: 1.06626 -1.02050 -0.19069
C: 2.51136 -1.11316 -0.40304
C: 3.20498 0.06108 0.27126
N: 2.74926 1.32517 -0.29240
C: 3.03872 2.51867 0.48592
C: 2.47292 2.54584 1.91225
N: 1.03712 2.20143 2.03687
C: 0.09141 3.32327 1.85537
C: -1.30477 2.85981 2.28638
N: -1.53929 1.54123 1.72383
C: -2.67420 0.98058 1.61194
C: -3.96924 1.58671 2.04981
C: -2.63109 -0.33258 0.88544
C: -3.72827 -1.00332 0.36936
C: -3.49962 -2.11013 -0.43923
C: -2.20204 -2.51280 -0.72258
C: -1.15484 -1.79851 -0.15722
N: -1.39841 -0.76384 0.63733
H: 1.51074 -3.75942 -0.40932
H: 1.29196 -3.07517 -2.01699
H: -0.01755 -3.98930 -1.25468
H: 2.72342 -1.11891 -1.47564
H: 2.89038 -2.04826 0.01673
H: 4.28247 -0.02170 0.10908
H: 3.03590 -0.03272 1.35442
H: 1.75812 1.33480 -0.49926
H: 2.68346 3.37403 -0.09114
H: 4.12117 2.63521 0.58473
H: 2.67002 3.52586 2.35784
H: 3.00879 1.81454 2.51971
H: 0.92574 1.86852 2.99116
H: 0.09624 3.60741 0.80262
H: 0.38239 4.19199 2.45279
H: -2.05742 3.58851 1.97878
H: -1.34616 2.78851 3.38031
H: -3.84397 2.12126 2.99050
H: -4.74662 0.83823 2.18156
H: -4.31121 2.30439 1.29947
H: -4.73583 -0.65956 0.55358
H: -4.33445 -2.64059 -0.87663
H: -2.02431 -3.34311 -1.39019
Cl: 0.29199 0.32426 6.26805
C: -0.00060 -1.14948 5.33644
Cl: 0.93935 -2.49380 5.97047
Cl: -1.72327 -1.53603 5.31327
C: 0.41604 -0.88790 3.95252
N: 0.71004 -0.65063 2.87217
O: 1.52025 -2.33554 -6.27492
C: 0.32194 -2.25518 -5.65809
O: -0.56010 -3.00237 -5.97384
C: 0.16307 -1.22848 -4.57881
C: 1.20248 -0.46636 -4.05550
C: 0.98187 0.43720 -3.02665
C: -0.29423 0.61028 -2.49018
S: -0.66300 1.68351 -1.13507
C: -1.34202 -0.13403 -3.04749
C: -1.11766 -1.04156 -4.06560
H: 2.10918 -1.62735 -5.98692
H: 2.21963 -0.56073 -4.42225
H: 1.81367 1.02386 -2.65664
H: -2.34196 -0.00035 -2.65243
H: -1.92832 -1.62445 -4.48295

Cartesian forces (eV/Å) of the 6 atoms listed first:
Co -0.18 0.01 -0.22
C -0.04 0.01 -0.05
C -0.11 0.03 -0.15
N 0.20 -0.25 0.53
C -0.04 0.07 0.00
C -0.05 0.01 -0.10

natural (NBO) population analysis, charges in e, atoms 1 to 2: atom 1 (Co): 1.335, atom 2 (C): -0.696


(6)
Entry from OMol25: C24H28ClF5N4O5Si2TeW as an isolated structure in a non-equilibrium geometry (ωB97M-V with the def2-TZVPD basis set).

The calculation puts the LUMO energy at -1.4 eV. For the gap between HOMO and LUMO, the calculation gives 6.59 eV. Its relative energy (zero: lowest compared OMol25 entry of this formula, charge and spin) is 2.0008 eV. The largest force on an atom comes out at 0.02066 Eh/bohr. Its spin multiplicity is 1. Its energy is -92527.3943 eV.

Geometry (Å):
W: 0.60611 -0.14788 -0.01344
C: -1.41661 1.52596 2.68775
Si: -1.83682 0.28055 1.34841
C: -3.33027 1.02578 0.43991
C: -2.60177 -1.29476 2.06297
C: -3.81592 -1.28337 2.75402
C: -4.43195 -2.46559 3.13466
C: -3.84442 -3.68623 2.82048
C: -2.62954 -3.71025 2.15239
C: -1.99755 -2.52134 1.77082
Si: -0.24033 -2.59283 1.10719
C: -0.14446 -4.08809 -0.03704
C: 0.84164 -2.89650 2.61325
H: -2.29142 1.65026 3.33443
H: -1.15879 2.50641 2.28582
H: -0.58359 1.17442 3.29410
H: -4.13141 1.05888 1.18358
H: -3.70941 0.42695 -0.39029
H: -3.18876 2.05262 0.10076
H: -4.29459 -0.34108 2.99905
H: -5.37260 -2.43995 3.67055
H: -4.32839 -4.61160 3.10711
H: -2.16652 -4.66833 1.93608
H: 0.11064 -4.95680 0.57936
H: 0.62618 -3.99256 -0.79677
H: -1.10148 -4.29717 -0.51102
H: 1.75838 -3.45371 2.41874
H: 0.21800 -3.53286 3.25129
H: 1.06173 -1.98759 3.16953
O: -1.85652 4.88144 -2.08148
C: -2.36589 3.88881 -2.78165
O: -3.14126 4.05696 -3.68626
C: -1.93834 2.50430 -2.39847
C: -2.40726 1.32725 -2.94533
Cl: -3.61452 1.08927 -4.10425
N: -1.81193 0.28145 -2.31698
N: -0.96693 0.74505 -1.36516
C: -1.06310 2.06635 -1.39712
C: -0.23575 2.76069 -0.38284
O: -0.31060 3.96886 -0.20790
O: 0.53289 1.94918 0.25038
C: -2.10797 -1.09504 -2.56016
C: -2.58261 -1.89624 -1.53879
C: -2.91378 -3.21489 -1.82145
C: -2.75475 -3.72373 -3.09895
C: -2.26538 -2.90791 -4.11425
C: -1.94495 -1.58965 -3.84738
H: -1.24406 4.58359 -1.35188
H: -2.70966 -1.50583 -0.53837
H: -3.31121 -3.83998 -1.03116
H: -3.01943 -4.75144 -3.30845
H: -2.14730 -3.29622 -5.11761
H: -1.58215 -0.93705 -4.63248
F: 4.59106 -1.39540 -0.43017
Te: 3.57819 -1.56873 1.12225
F: 0.94551 -0.09942 1.89409
F: 2.29651 -2.49682 -0.19445
F: 4.45333 -3.23313 1.39562
F: 4.94083 -0.49985 1.94143
O: 2.39379 0.05179 -0.02253
C: 3.54107 -2.60661 -3.15579
N: 2.21695 -2.14123 -3.60356
C: 1.89316 -2.16939 -5.02716
C: 1.43647 -1.58044 -2.74122
N: 0.75552 -1.11513 -1.92758
H: 3.69317 -3.62142 -3.52045
H: 3.57369 -2.59512 -2.07023
H: 4.31431 -1.94959 -3.55290
H: 1.89845 -3.20038 -5.37938
H: 2.62934 -1.59100 -5.58533
H: 0.90612 -1.74457 -5.18473

Cartesian forces (eV/Å) of the 6 atoms listed first:
W -0.14 0.18 -0.40
C -0.13 -0.12 0.10
Si 0.48 0.05 0.17
C 0.01 0.05 0.02
C 0.16 -0.03 -0.11
C -0.05 -0.02 0.03

Löwdin population analysis, charges in e, atoms 1 to 2: atom 1 (W): 1.585, atom 2 (C): -0.190


> What is the formula in the third record?

C24H27Si